Record 1
DFT (the ωB97M-V functional and the def2-TZVPD basis) results for one molecule with the formula C22H25N3O6.

Orbital gap (eV): 8.29
Lowest unoccupied orbital energy (eV): 0.437
ΔE to the lowest compared entry with this formula, charge and spin (eV): 1.889
Total charge: 0

CARTESIAN COORDINATES (ANGSTROEM)
C 5.1899 -0.6248 -0.1503
H -0.6364 0.0182 1.5512
C -5.9579 -4.0757 0.7274
C 5.8486 0.3923 0.5459
H -6.4938 -3.1883 0.3746
H -0.8056 3.3726 -1.4958
H -5.3331 2.9324 0.0054
O 5.8683 -1.5341 -0.9201
C 3.8078 -0.7386 -0.0780
C -5.0598 3.8599 -0.4933
N -2.7619 3.2179 -0.7339
C -1.3329 3.2727 -0.5385
H -5.8312 -4.0166 1.8131
H 5.6260 2.0998 1.7899
C -1.5425 -2.5655 -0.3614
H -3.1533 2.3945 -1.1608
H 7.6997 -2.0381 -1.5866
C 5.1026 1.3124 1.2723
C -0.6423 -0.3246 0.5094
C 0.8064 -0.6639 0.1062
C -1.6946 -1.4002 0.3812
H 3.1568 1.9305 1.8942
H -5.6679 4.6693 -0.1010
C -1.4261 0.5563 -1.6527
H 3.3263 -1.5368 -0.6153
C 7.8740 -0.6420 0.0751
H -0.6144 -2.7592 -0.8729
C 3.7295 1.2104 1.3297
H -2.4632 0.2108 -1.6931
C 7.1967 -1.1523 -1.1962
H -5.2473 3.7550 -1.5597
H 8.9099 -0.3562 -0.1132
C -0.8013 2.0680 0.2303
C -3.7796 -3.2626 0.2170
H 7.8410 -1.4292 0.8413
O 1.0996 -1.4519 -0.7688
H -0.7908 -0.2449 -2.0349
N 1.6809 0.1056 0.7947
H 1.2807 0.8347 1.3815
O -0.2218 2.2046 1.2976
H -4.8600 -1.8879 1.4809
H -2.4533 -4.3937 -1.0057
H 7.2088 -0.3566 -1.9541
H -6.5362 -4.9647 0.4812
O 7.2173 0.5138 0.5434
H -1.1342 4.1644 0.0630
O -4.7236 -4.2306 0.0702
C -3.5982 4.1727 -0.2468
C -3.9403 -2.0953 0.9568
C -2.5677 -3.4844 -0.4376
H -1.3030 1.4265 -2.2919
N -1.0256 0.8462 -0.2957
H -3.0380 -0.2836 1.6171
C -2.9026 -1.1843 1.0340
C 3.0733 0.1736 0.6658
O -3.2035 5.1712 0.3077

Results of the Mulliken charge analysis, in e, for atoms 1 through 2: number 1, C, carries 0.339; number 2, H, carries 0.787

Record 2
DFT (the ωB97M-V functional and the def2-TZVPD basis) results for a 10-piece molecular cluster, C54H71F10NO24S overall.

Orbital gap (eV): 8.70
Lowest unoccupied orbital energy (eV): -0.134
Total charge: 0

CARTESIAN COORDINATES (ANGSTROEM)
H -2.7624 -4.3252 1.6687
C -0.3524 1.4537 -0.4430
H -4.1664 2.6870 1.4567
H -0.7083 -4.8109 -8.2322
O 2.9216 3.3905 -8.2172
C 4.3000 -6.5436 0.8436
F -2.1925 -0.4901 -2.2619
O 2.6293 -2.8120 -7.7608
C 2.7670 0.5747 1.7731
H -0.2971 -4.5854 -10.6386
C -0.5467 -3.7983 -8.6075
C -1.7432 8.1823 -4.3849
C -0.7763 5.9095 3.4714
H -1.8582 6.2234 -3.4925
H 0.7646 2.7841 -6.4225
C -5.9640 4.4027 2.3877
S -0.3500 3.8982 0.1902
F 1.0722 0.5300 -2.0577
O 0.2382 2.7457 -0.7511
F 0.6863 -3.7418 -2.0921
C -1.8862 -2.0967 3.7099
C -2.8953 -3.8594 2.6420
H -2.4665 7.4882 -2.4287
C 0.5646 0.8016 0.6294
O -0.1469 -7.6671 3.8286
H 2.2605 -0.3675 1.9896
H -0.8133 -3.2970 5.1378
H -2.5465 1.3496 1.9827
H 4.8242 -5.8449 -1.1874
H 3.3278 -6.0545 0.7566
O -2.4861 -2.4804 2.5594
O 0.5651 4.3598 1.1716
O -0.9645 -6.8654 5.7455
O 4.1841 2.1585 -1.6641
H -3.6925 4.3362 -2.4948
H 0.6591 -0.2645 0.4659
H -0.1892 8.4628 4.5888
O -1.9617 7.4339 4.8134
H 1.4256 -8.3941 6.1993
H 2.2826 3.1659 -5.5744
C 0.0936 6.2966 4.6654
H -1.2136 -4.9727 8.6269
H 0.1315 6.5406 -2.2342
H 1.2409 -7.9325 2.3209
C 1.8990 1.0193 -5.8039
H 0.9511 0.0665 -7.5253
F -0.7402 1.4100 -2.7985
C -1.3742 -6.0194 8.8686
C -0.2736 7.4405 -2.6872
C 1.1044 -8.2123 3.3635
H -1.0594 -4.7791 3.2872
C 1.3922 -7.4853 5.5961
F 1.4044 -1.9623 -1.1414
H -5.4147 5.0546 3.0585
O -0.4056 8.1531 -4.9221
H 6.0480 -6.8261 -0.3845
H 2.1877 -3.3564 -10.3976
F 1.9312 -2.3870 -3.1663
H 2.8367 4.4749 -4.4835
O -0.8696 4.8876 -0.6931
C 5.2816 -6.0668 -0.2256
H -1.4838 -3.2500 -8.5537
F -0.0131 -1.0878 -3.9586
H 0.1024 0.9018 1.6098
H -2.6522 -7.4678 11.5561
H 1.9893 2.3997 1.0891
H -3.5289 -6.4018 9.1820
H 2.5054 -0.6504 -7.0753
C -1.7705 1.8353 0.0498
C -5.3510 4.3938 1.0159
C 4.7163 4.9708 -3.5673
C -0.2370 0.6971 -1.7797
C 0.4648 7.7721 -3.9644
C 0.9612 -2.4737 -2.2777
C 2.8767 4.0999 -2.3616
C -0.2951 -1.6948 -2.8180
O 2.6147 1.1797 -8.0381
H -5.9383 3.3915 2.7893
C -1.7087 7.2562 -3.1740
C 0.0736 -3.7874 -9.9990
O -1.5311 -0.9677 3.8922
C 4.0815 3.1813 -2.2829
H 1.1489 6.4138 4.4285
O -3.6000 0.3292 0.5531
H 1.0473 -9.3010 3.4294
H -6.4310 6.1065 0.2759
H -0.4652 7.7640 6.1943
O -3.1878 6.2629 3.3535
H 5.3072 -3.9390 0.2778
H -2.4036 -8.3903 10.0628
H 0.0066 5.5389 5.4453
C -2.7567 2.3373 -1.0062
H 2.5280 1.3048 -0.1934
C 2.1659 -7.6253 4.2839
H -0.8589 4.8357 3.3423
O 0.9207 -6.3680 9.6137
H -0.4296 6.3673 2.5452
C -0.5666 7.5898 5.1259
H -7.0090 4.6962 2.3523
C 1.5649 -3.8798 -9.6785
H 6.9206 -4.6555 0.1283
C -3.7763 3.3647 -0.5552
H -1.6901 0.0101 1.2805
H 3.7688 0.3392 1.4267
H 1.9029 -4.9122 -9.5792
H -0.1774 8.2794 -1.9965
C 4.9592 -6.0758 2.1297
H -2.4343 7.8523 -5.1565
C 1.6518 -3.2154 -8.3183
H 3.0592 -8.2371 4.3544
O -1.4244 3.0003 0.8854
O 5.0930 3.6898 -3.0152
H -2.7608 -5.3767 10.3927
C -2.0110 -4.4685 3.7213
H -5.3894 6.0439 -1.9423
O 4.7099 -6.4264 3.2469
O 5.8900 -5.1392 1.8496
H 1.7191 -6.6393 6.1941
H -0.1378 -2.8367 -10.4899
C -2.6097 -6.2390 9.7413
H 2.7573 5.9622 -3.5458
H -2.4532 -5.3350 4.2052
C -1.7855 -3.2782 4.6541
H -3.2618 1.5128 -1.4973
O 0.4187 -3.1504 -7.7597
C 1.9764 1.3751 0.7369
O 1.6514 7.7314 -4.1300
C 1.7975 2.4740 -6.2556
H 5.1512 5.0666 -4.5585
H -1.9826 9.2128 -4.1145
C -2.1208 6.5085 3.8361
C -5.7013 5.3453 0.0442
H -2.1690 2.8306 -1.7736
H 2.8337 0.8674 -5.2612
C -0.2547 -6.5477 9.7415
F 2.8259 1.2603 2.9758
C -4.3993 3.4116 0.6918
C -2.3575 0.8295 1.0486
H -2.5700 -3.1885 5.4069
H 2.8243 4.6836 -1.4399
N -4.3593 -0.1168 1.6477
C -0.0298 -7.2800 5.1174
H 2.4638 -6.6451 3.9293
F -1.2320 -2.6201 -3.0839
O -0.7690 -7.3260 10.7267
H -1.4051 -6.6109 7.9536
H 5.1253 5.7536 -2.9257
C 2.5142 2.4546 -7.5950
C -5.0898 5.3071 -1.2119
H 4.1710 -7.6224 0.8515
C 5.8971 -4.8431 0.4415
C -4.1331 4.3342 -1.5078
H -3.9547 -3.8883 2.9049
C -2.1926 -7.4467 10.5709
F -1.0536 -1.2662 -0.6154
H 1.9650 3.5191 -2.4797
C 3.1962 4.9683 -3.5797
H 1.0835 0.6947 -5.1635
C -0.9444 -0.7024 -1.8189
C 1.9492 0.2775 -7.1317
O -5.3614 -0.5946 1.3025

Results of the Mulliken charge analysis, in e, for atoms 1 through 2: number 1, H, carries 0.324; number 2, C, carries 0.881

Record 3
DFT (the ωB97M-V functional and the def2-TZVPD basis) results for a 2-piece molecular cluster, C2H11NSi2 overall.

Orbital gap (eV): 9.99
Lowest unoccupied orbital energy (eV): 0.642
ΔE to the lowest compared entry with this formula, charge and spin (eV): 0.507
Total charge: 0

CARTESIAN COORDINATES (ANGSTROEM)
H -2.0397 -2.1527 1.9437
H 0.8132 1.2691 1.0096
H 1.1422 2.5935 -0.0962
H -0.3274 -0.5326 2.0209
H 1.8758 -1.2892 -2.0102
Si -0.5939 -1.9602 1.8466
H 2.3368 1.3273 0.1493
Si 0.5202 0.4866 -1.3555
H -0.0803 -2.4328 0.5614
N 0.9999 -0.8172 -2.1784
C -1.1351 1.2162 -1.8902
H -0.9944 1.9682 -2.6631
H 0.0556 -2.6686 2.9453
H -1.7625 0.4389 -2.3108
H -1.6722 1.6790 -1.0651
C 1.2708 1.5235 0.0537

Results of the Mulliken charge analysis, in e, for atoms 1 through 2: number 1, H, carries -0.104; number 2, H, carries 0.299

Record 4
DFT (the ωB97M-V functional and the def2-TZVPD basis) results for a 2-piece molecular cluster, CH4ClNO overall.

Orbital gap (eV): 11.08
Lowest unoccupied orbital energy (eV): 0.821
ΔE to the lowest compared entry with this formula, charge and spin (eV): 0.628
Total charge: 0

CARTESIAN COORDINATES (ANGSTROEM)
N 0.5615 0.8715 1.7252
H -1.0698 0.9907 0.7036
H 0.0424 1.3810 2.3238
H 1.4641 0.6127 1.9170
H -0.9860 -2.1288 -2.9156
Cl -0.3314 -2.3209 -3.9152
O 0.3730 -0.0051 -0.4059
C -0.0537 0.5989 0.5671

Results of the Mulliken charge analysis, in e, for atoms 1 through 2: number 1, N, carries -0.283; number 2, H, carries 0.237

Record 5
DFT (the ωB97M-V functional and the def2-TZVPD basis) results for C50H47BrCl3F4N5O4STi as an isolated structure.

Orbital gap (spin up / spin down) (eV): 4.46 / 6.71
Lowest unoccupied orbital energy (spin up / spin down) (eV): 1.796 / 1.795
2S+1: 2
ΔE to the lowest compared entry with this formula, charge and spin (eV): 0.755
⟨S²⟩: 0.7688
Total charge: -1

CARTESIAN COORDINATES (ANGSTROEM)
C -2.9501 -10.7234 13.6932
C -11.4009 -13.3183 17.0339
C -10.6636 -6.9957 14.9823
N -6.0508 -9.1904 13.9322
H -5.7379 -11.7028 15.2386
H -6.6397 -10.9807 12.9228
H -12.0463 -13.6170 17.8272
C -4.0292 -6.0688 23.7509
H -6.0381 -6.8142 21.6209
Cl -7.5950 -13.0610 22.4014
H -3.8642 -5.1395 23.2447
C -8.8866 -10.6279 16.2386
H -10.5804 -9.4454 14.1147
H -8.9351 -6.8076 20.7013
C -8.4412 -9.1923 21.9743
H -2.6095 -12.5114 12.5868
C -6.1253 -10.9953 17.6738
C -7.4679 -11.3537 22.1400
C -2.7625 -11.4766 12.3622
H -3.5985 -14.0499 14.5854
C -5.9120 -5.6644 12.9141
H -1.9095 -13.6042 14.4065
C -5.4966 -9.9003 17.0911
C -9.7191 -12.4088 15.1010
Cl -4.5248 -8.7685 21.1808
F -6.1157 -6.6283 14.9961
H -1.9720 -6.7873 23.9176
H -1.1340 -7.9872 16.9780
H -0.3769 -9.2874 19.0390
H -11.8094 -14.9582 15.7428
C -11.2770 -14.0228 15.8294
C -5.9252 -6.5952 17.7201
H -9.5562 -11.0082 22.3799
C -6.5651 -5.7829 23.7721
C -3.5576 -10.6187 18.5366
C -7.0892 -7.1006 21.7857
H -10.4170 -5.9602 15.2904
C -2.7641 -13.6151 15.1010
H -9.3211 -8.5625 21.9378
C -6.2349 -10.8109 21.8132
H -2.4186 -11.7620 16.1583
H -10.2672 -14.1339 13.9684
O -8.3802 -7.8657 14.8562
S -3.6008 -8.3250 24.8634
H -7.9111 -5.3198 20.8957
O -7.5191 -6.5488 23.0402
C -5.7219 -8.1062 11.7189
C -1.8236 -8.6979 17.4827
C -5.2987 -6.5589 24.1068
H -10.8547 -7.6380 15.8470
H -3.8436 -12.3339 19.8262
C -3.2114 -12.2716 15.6098
C -4.1213 -9.7539 17.5151
Br -3.5262 -7.6997 15.5758
H -11.5497 -6.8881 14.3714
H -7.0988 -11.2656 17.3353
H -5.6706 -4.7867 10.9554
Ti -7.2097 -8.9231 15.6119
C -2.2966 -10.3666 19.0850
C -5.9938 -6.7880 13.6694
Cl -6.5242 -8.6076 25.5017
H -5.2051 -12.5216 13.7107
H -8.6806 -8.0643 18.4636
C -3.1409 -8.8230 17.0498
C -9.5464 -7.6011 14.0908
C -10.4439 -13.5510 14.8453
C -4.3193 -11.6540 19.0982
C -6.1175 -6.1661 18.9900
C -5.1563 -11.5926 14.3156
C -7.7805 -7.4581 18.4230
O -8.5563 -9.6713 17.0234
C -8.6062 -10.5299 22.1906
C -10.6593 -12.2082 17.3399
C -5.5565 -6.9603 10.9944
C -5.5780 -11.8645 18.6123
H -2.0513 -10.9022 19.9863
H -5.5563 -5.4959 19.6292
C -9.1913 -6.5911 12.9975
F -5.4101 -7.0704 9.6807
C -6.1053 -9.4298 21.6480
H -6.2526 -4.9184 23.1972
H -3.9483 -12.4384 16.3766
C -5.2486 -7.7350 24.8092
C -8.7757 -11.7281 14.2688
H -3.6508 -11.3672 11.7571
H -8.4528 -7.0428 12.3539
H -10.6679 -11.7654 18.3296
C -5.7546 -10.5259 13.3755
N -3.7845 -11.2885 14.7273
C -9.7942 -11.7380 16.3723
H -10.1018 -6.4750 12.4011
F -6.1510 -4.4813 13.5187
H -8.8282 -5.6329 13.3603
H -6.1877 -12.6669 18.9951
O -8.4891 -12.0372 13.0865
H -1.9467 -10.5412 14.0380
N -8.2333 -10.6688 15.0384
H -3.3296 -9.7211 13.5009
C -7.1846 -8.5802 21.7834
H -5.0987 -10.4671 12.5292
H -2.4815 -14.2044 15.9957
H -1.8787 -11.0890 11.8337
H -9.1991 -9.4862 13.0270
N -6.9994 -7.4227 17.3820
C -3.0290 -6.9198 24.0635
N -7.3271 -6.6473 19.4030
C -10.0309 -8.8815 13.4040
C -1.3780 -9.4580 18.6095
H -7.0885 -5.3988 24.6643
C -5.6511 -5.7038 11.5603
H -5.3969 -11.4861 21.7654
H -5.1774 -6.3510 17.0430
C -5.9046 -8.1011 13.1303
C -7.9284 -6.4072 20.6991
F -5.8392 -9.2404 10.9957
H -10.7223 -8.7145 12.5419

Results of the Mulliken charge analysis, in e, for atoms 1 through 2: number 1, C, carries -0.344; number 2, C, carries -0.622

Record 6
DFT (the ωB97M-V functional and the def2-TZVPD basis) results for a 4-piece molecular cluster, C16H28NO7S overall.

Orbital gap (eV): 7.06
Lowest unoccupied orbital energy (eV): -4.598
Total charge: +1

CARTESIAN COORDINATES (ANGSTROEM)
H -4.0464 -0.9045 -5.6230
H 1.8989 0.9999 2.5541
H 0.5662 -0.2826 4.9644
H 2.5410 -1.4862 5.4822
C 2.6261 -0.7886 4.6480
C 2.6050 4.0061 -1.2974
H 0.1426 2.0591 -2.2173
H 3.2417 -1.2451 3.8664
H 5.7099 1.6744 -1.4798
C -3.0860 -0.3741 -3.7333
O -2.7814 -1.2008 -2.6028
H -1.2551 0.0877 1.3989
H -2.9670 0.0883 1.8824
H 0.8549 -1.0358 3.3926
C -3.3420 -2.4337 -2.7819
C 4.6237 1.3602 -1.2688
O -3.3226 -3.3121 -1.9580
H -3.7980 -3.4518 -4.6216
S 4.0382 2.3264 0.2162
C 1.6797 1.7925 -0.6376
O -1.8108 -1.3767 2.7577
O 3.0923 2.6158 4.5801
H 1.8553 1.9067 -2.8724
C 2.7004 1.4823 4.4660
C 1.5610 1.0307 3.5924
O 1.4614 0.9270 0.2543
H -2.8266 -3.6227 0.7342
C -4.0160 -2.5070 -4.1250
C -3.3983 -1.3344 -4.8579
H 3.9937 1.6274 -2.1937
H -2.2287 0.2610 -3.9649
O -2.3494 -3.4811 3.3999
C -3.0446 -2.6791 1.2322
H -4.1214 -2.5532 1.3663
H -3.0722 -1.0764 -0.2614
C -2.1133 -0.5476 1.6287
H 3.5137 3.8135 -1.9668
H 0.6999 1.6902 3.6977
H 2.7963 5.0315 -0.8071
C -2.3709 -2.6066 2.5758
H -1.4969 -1.8242 0.0181
O 3.2673 0.4157 5.0889
H 0.9080 0.3667 -2.2604
H 3.8897 1.3585 1.2114
H -2.4699 -1.6526 -5.3424
H -3.9397 0.2616 -3.4803
H 4.5520 0.2365 -1.0340
H 1.6850 4.1390 -1.9488
N 2.4664 2.9777 -0.2203
C 1.1311 1.4813 -2.0975
H -5.0927 -2.3812 -3.9901
C -2.4256 -1.5062 0.5023
C 1.2740 -0.3533 4.1333

Results of the Mulliken charge analysis, in e, for atoms 1 through 2: number 1, H, carries 0.341; number 2, H, carries -0.486

Record 7
DFT (the ωB97M-V functional and the def2-TZVPD basis) results for a 2-piece molecular cluster, C5H15NO overall.

Orbital gap (eV): 8.69
Lowest unoccupied orbital energy (eV): 0.867
ΔE to the lowest compared entry with this formula, charge and spin (eV): 2.326
Total charge: 0

CARTESIAN COORDINATES (ANGSTROEM)
H 3.2246 0.1940 -0.0242
H 2.5041 0.9907 1.4494
H -1.7194 0.1505 -0.2855
H 0.9200 -1.0878 1.7792
C 2.2449 0.2261 0.6391
C 1.9259 -1.0687 1.4571
H 1.9836 -0.5854 -1.8002
C 1.0641 -0.2885 -1.3649
H -0.3246 2.0053 -0.3391
H 2.1017 -1.9514 0.7699
H 0.4777 1.4379 1.4460
H -5.1331 0.4649 -1.4122
H 2.6019 -1.2538 2.3051
H -1.9724 0.7490 1.4601
H 0.4398 0.1046 -2.1708
H -0.8447 -0.5574 1.1253
C -1.2102 0.3750 0.7629
H -5.3003 -0.5285 -2.6436
C -0.0025 1.2166 0.4306
O -4.6982 0.0923 -2.1742
H 0.5728 -1.2791 -1.1486
N 1.1442 0.5937 -0.2613

Results of the Mulliken charge analysis, in e, for atoms 1 through 2: number 1, H, carries 0.314; number 2, H, carries 0.281

Record 8
DFT (the ωB97M-V functional and the def2-TZVPD basis) results for one molecule with the formula C6H8BrN.

Orbital gap (eV): 8.70
Lowest unoccupied orbital energy (eV): 0.812
ΔE to the lowest compared entry with this formula, charge and spin (eV): 0.047
Total charge: 0

CARTESIAN COORDINATES (ANGSTROEM)
C -2.1992 -0.5156 -0.0827
N 0.0734 -0.6036 0.0312
C 1.4909 -0.3496 -0.0502
C -0.4577 -1.8202 0.1766
C -0.8049 1.7045 0.0849
H 0.0803 -2.8332 0.0122
C -0.9908 0.2649 -0.0227
H -2.5036 -2.6952 0.0159
H -1.4211 2.1601 -0.6796
Br -4.0311 0.1615 0.0783
H -0.9183 1.8693 1.1788
C -1.8328 -1.8459 0.0425
H 1.9807 -1.2591 -0.1012
H 1.6291 0.2892 -0.9793
H 0.2939 1.9523 -0.2277
H 1.8181 0.3109 0.7869

Results of the Mulliken charge analysis, in e, for atoms 1 through 2: number 1, C, carries -0.091; number 2, N, carries 0.213